# 1
Here is 12 unconnected molecules or ions with the total composition C81H78F7O9PS at a distorted geometry from the Open Molecules 2025 dataset. Energies are from ωB97M-V with the def2-TZVPD basis set.

The geometry in XYZ format:
```
177
C81H78F7O9PS | the Open Molecules 2025 dataset | ωB97M-V with the def2-TZVPD basis set
C 2.3157 -0.6385 0.7683
C 1.1650 -1.6889 0.2531
C 1.5069 -2.8555 -0.8944
C 0.3775 -3.9304 -1.4627
C -1.1463 -3.7803 -0.8464
C -1.4785 -2.6258 0.2693
C -3.0271 -2.4702 0.8601
C -3.8863 -1.4008 -0.0966
C -3.5281 0.1642 0.3391
O -3.3521 0.4551 1.6577
C -3.4115 1.4286 -0.6979
F -4.7151 1.6028 -1.3944
F -3.2156 2.6833 0.1175
C -2.2609 1.2745 -1.8561
F -3.0017 1.0200 -3.1476
F -1.2579 0.2042 -1.5962
C -1.3823 2.6613 -2.1194
F -0.4410 2.3150 -3.2482
F -0.4944 2.9980 -0.9598
C -2.2816 3.9250 -2.6514
O -2.5091 4.9181 -1.7478
O -2.7884 4.0352 -4.0352
O -3.5392 -1.7288 -1.5193
S -4.9207 -1.8892 -2.5372
O -4.9986 -3.3683 -3.0262
O -4.9673 -1.1121 -3.8761
O -6.0451 -1.3307 -1.3747
C -5.4993 -1.8351 -0.0723
F -5.8369 -3.2750 -0.1545
P -6.6296 -1.0989 1.2794
O -6.0360 -1.3819 2.8919
O -7.0419 0.5679 0.9888
C -0.3627 -1.5525 0.8866
H 1.9860 -0.2381 1.8180
H 3.3685 -1.1505 0.7416
H 2.3389 0.2463 -0.0195
H 2.5894 -2.9660 -1.3477
H 0.6051 -4.7748 -2.2599
H -2.0528 -4.4772 -1.1871
H -3.5203 -3.5352 0.9039
H -2.9087 -2.1008 1.9651
H -2.3350 3.3612 -4.6216
H -5.3133 -2.0960 2.8237
H -6.6444 0.8677 0.1192
H -0.6637 -0.7345 1.6991
C 1.4520 3.7440 -6.8400
C 0.6294 2.8130 -6.2065
C -0.2678 2.0511 -6.9544
C -0.3354 2.2133 -8.3384
C 0.4899 3.1417 -8.9724
C 1.3805 3.9103 -8.2233
H 2.1487 4.3401 -6.2564
H 0.6870 2.6817 -5.1289
H -0.9134 1.3305 -6.4596
H -1.0311 1.6162 -8.9220
H 0.4382 3.2669 -10.0512
H 2.0194 4.6373 -8.7169
C -3.3191 -7.7824 -1.1238
C -3.8693 -6.9404 -0.1579
C -3.5963 -7.1551 1.1928
C -2.7642 -8.2070 1.5771
C -2.2110 -9.0467 0.6108
C -2.4915 -8.8376 -0.7392
H -3.5349 -7.6169 -2.1761
H -4.5121 -6.1166 -0.4579
H -4.0306 -6.5029 1.9456
H -2.5474 -8.3715 2.6292
H -1.5613 -9.8654 0.9103
H -2.0648 -9.4954 -1.4913
C -1.5065 -10.8714 4.6674
C -1.6266 -11.3262 5.9802
C -0.7594 -10.8536 6.9648
C 0.2225 -9.9179 6.6381
C 0.3401 -9.4603 5.3260
C -0.5212 -9.9399 4.3395
H -2.1804 -11.2425 3.8996
H -2.3962 -12.0502 6.2361
H -0.8489 -11.2132 7.9863
H 0.8953 -9.5458 7.4063
H 1.1043 -8.7298 5.0719
H -0.4257 -9.5874 3.3163
C 6.9750 -3.6207 0.0534
C 8.1115 -3.7224 0.8552
C 7.9958 -3.6475 2.2430
C 6.7411 -3.4806 2.8298
C 5.6042 -3.3826 2.0281
C 5.7210 -3.4482 0.6399
H 7.0660 -3.6757 -1.0282
H 9.0883 -3.8594 0.3981
H 8.8823 -3.7201 2.8672
H 6.6502 -3.4271 3.9115
H 4.6263 -3.2542 2.4857
H 4.8358 -3.3663 0.0154
C -1.5150 -2.4451 -9.6041
C -2.9011 -2.2975 -9.5609
C -3.5288 -1.9461 -8.3662
C -2.7687 -1.7326 -7.2159
C -1.3822 -1.8766 -7.2601
C -0.7554 -2.2371 -8.4527
H -1.0265 -2.7223 -10.5346
H -3.4926 -2.4572 -10.4589
H -4.6094 -1.8377 -8.3312
H -3.2572 -1.4540 -6.2860
H -0.7899 -1.7086 -6.3640
H 0.3242 -2.3545 -8.4854
C -3.6321 7.4847 -3.3267
C -4.1696 8.3977 -4.2336
C -4.7835 9.5615 -3.7717
C -4.8512 9.8173 -2.4018
C -4.3104 8.9061 -1.4951
C -3.7047 7.7378 -1.9567
H -3.1567 6.5761 -3.6870
H -4.1107 8.2015 -5.3013
H -5.2082 10.2694 -4.4782
H -5.3253 10.7266 -2.0419
H -4.3618 9.1064 -0.4277
H -3.2883 7.0255 -1.2498
C 5.0850 -11.7974 2.7262
C 3.6989 -11.6498 2.7694
C 3.0712 -11.2984 3.9641
C 3.8313 -11.0849 5.1144
C 5.2178 -11.2289 5.0702
C 5.8446 -11.5894 3.8777
H 5.5735 -12.0746 1.7957
H 3.1074 -11.8095 1.8714
H 1.9906 -11.1900 3.9991
H 3.3428 -10.8063 6.0443
H 5.8101 -11.0609 5.9663
H 6.9242 -11.7068 3.8449
C -5.1150 1.4514 5.0983
C -6.5011 1.5991 5.1415
C -7.1288 1.9504 6.3362
C -6.3687 2.1639 7.4865
C -4.9822 2.0199 7.4423
C -4.3554 1.6595 6.2498
H -4.6265 1.1742 4.1678
H -7.0926 1.4394 4.2435
H -8.2094 2.0588 6.3712
H -6.8572 2.4425 8.4164
H -4.3899 2.1879 8.3384
H -3.2758 1.5420 6.2170
C -2.6943 11.6594 0.4128
C -1.7712 10.8083 -0.1941
C -0.5843 10.4837 0.4622
C -0.3248 11.0029 1.7308
C -1.2496 11.8511 2.3393
C -2.4323 12.1832 1.6790
H -3.6176 11.9149 -0.1004
H -1.9767 10.3982 -1.1797
H 0.1377 9.8258 -0.0138
H 0.5979 10.7462 2.2445
H -1.0479 12.2544 3.3286
H -3.1500 12.8484 2.1510
C 12.2420 -0.5018 -2.4364
C 10.9862 -1.1020 -2.3484
C 10.4365 -1.3909 -1.0998
C 11.1390 -1.0703 0.0622
C 12.3931 -0.4667 -0.0258
C 12.9469 -0.1863 -1.2747
H 12.6716 -0.2799 -3.4098
H 10.4359 -1.3455 -3.2538
H 9.4610 -1.8646 -1.0316
H 10.7086 -1.2909 1.0355
H 12.9398 -0.2154 0.8799
H 13.9264 0.2790 -1.3429
C 1.5057 13.9254 3.1503
C 2.4288 13.0743 2.5435
C 3.6157 12.7496 3.1997
C 3.8752 13.2689 4.4684
C 2.9504 14.1171 5.0768
C 1.7677 14.4491 4.4166
H 0.5824 14.1809 2.6371
H 2.2233 12.6642 1.5578
H 4.3377 12.0918 2.7238
H 4.7979 13.0122 4.9820
H 3.1521 14.5204 6.0661
H 1.0500 15.1144 4.8885
```

As for the structure (SMILES): Cc1cccc(C[C@@]2(C(=O)C(F)(F)C(F)(F)C(F)(F)C(=O)O)OS(=O)(=O)O[C@]2(F)P(O)O)c1.c1ccccc1.c1ccccc1.c1ccccc1.c1ccccc1.c1ccccc1.c1ccccc1.c1ccccc1.c1ccccc1.c1ccccc1.c1ccccc1.c1ccccc1. The LUMO energy is -2.6 eV. The calculation puts the HOMO energy at -8.87 eV. The largest force on an atom is 9.9 eV Å⁻¹. The spin multiplicity is 1.

# 2
Here is a single C3H7N3O molecule from the Open Molecules 2025 dataset. Energies are from ωB97M-V with the def2-TZVPD basis set.

The geometry in XYZ format:
```
14
C3H7N3O | the Open Molecules 2025 dataset | ωB97M-V with the def2-TZVPD basis set
C -0.3757 1.5835 -1.0653
N -0.3201 1.3522 0.1978
C 0.3749 0.2998 0.7462
N 0.9848 0.5348 2.0097
C 0.4368 -0.9924 0.2806
O 0.8513 -2.0518 0.7485
N -0.5067 -1.2527 -0.9875
H -1.0112 2.3906 -1.4261
H -1.1309 -0.4664 -1.2035
H 0.2496 1.0683 -1.8073
H 0.8486 -0.2636 2.6239
H 0.5765 1.3649 2.4251
H 0.0473 -1.4727 -1.8148
H -1.0252 -2.0946 -0.7272
```

As for the structure (SMILES): C=N/C(N)=C(\[NH3+])[O-]. The LUMO energy (alpha / beta) is 0.3 / 0.3 eV. Its energy above the lowest of the compared OMol25 structures with the same formula, charge and spin is 68.6 kcal/mol. The calculation puts the HOMO energy (alpha / beta) at -6.62 / -6.62 eV. The largest force on an atom is 0.4 eV Å⁻¹. The spin multiplicity is 1.

# 3
Here is a molecular structure, C2H4N2O6 at a distorted geometry from the Open Molecules 2025 dataset. Energies are from ωB97M-V with the def2-TZVPD basis set.

The geometry in XYZ format:
```
14
C2H4N2O6 | the Open Molecules 2025 dataset | ωB97M-V with the def2-TZVPD basis set
C 1.7420 -0.4352 -0.6274
C 0.7371 0.4979 -0.0032
N -1.8362 1.3543 0.2286
N -1.3028 -1.2919 0.3089
O -2.1891 -0.3781 -0.0659
O -2.4978 1.9485 -0.4757
O -1.6649 -2.3826 -0.0765
O 1.1505 0.9679 1.1169
O -0.2189 0.8914 -0.7056
O -0.3804 -1.0596 1.0251
H 2.6034 0.2071 -0.9808
H 1.2252 -0.8256 -1.4970
H 2.0544 -0.9982 0.1686
H 0.5776 1.5039 1.5839
```

The LUMO energy is -0.4 eV. Its energy above the lowest of the compared OMol25 structures with the same formula, charge and spin is 16.1 kcal/mol. The calculation puts the HOMO energy at -10.17 eV. The largest force on an atom is 4.6 eV Å⁻¹. The spin multiplicity is 1.

Number 1: total energy -5248.38699 a.u.. Number 2: total energy -357.94053 a.u.. Number 3: total energy -639.30081 a.u..